Molecular formula: C58H44BrF4HfIN6P2Te
Method: DFT, wB97M-V/def2-TZVPD

Element x y z (Å)
Hf: 0.23 0.48 -0.51
C: -1.36 -2.10 1.12
P: -2.10 -1.01 -0.14
C: -2.71 -1.87 -1.59
C: -1.63 -2.21 -2.54
C: -1.72 -2.62 -3.93
C: -2.35 -1.91 -4.95
C: -2.90 -0.66 -4.75
C: -3.76 -1.16 -2.33
C: -3.57 -0.34 0.69
C: -3.64 0.98 1.14
C: -4.80 1.45 1.73
C: -5.89 0.61 1.90
C: -5.82 -0.71 1.47
C: -4.67 -1.18 0.87
C: -0.70 -1.11 2.04
C: -0.55 -1.17 3.40
C: -0.13 0.11 3.84
C: -0.04 0.90 2.73
C: 0.33 2.35 2.68
P: 1.76 2.50 1.58
C: 2.84 1.18 2.20
C: 3.58 1.46 3.35
C: 4.32 0.46 3.98
C: 4.32 -0.83 3.47
C: 3.58 -1.12 2.34
C: 2.84 -0.13 1.72
C: 2.72 3.97 2.00
C: 4.07 4.07 1.66
C: 4.81 5.16 2.06
C: 4.22 6.17 2.81
C: 2.88 6.07 3.17
C: 2.13 4.97 2.77
N: -0.36 0.18 1.59
H: -0.69 -2.81 0.64
H: -2.11 -2.67 1.68
H: -0.73 -2.61 -2.07
H: -1.07 -3.43 -4.23
H: -2.34 -2.32 -5.94
H: -3.38 -0.13 -5.55
H: -4.39 -0.50 -1.74
H: -2.80 1.64 1.02
H: -4.85 2.48 2.06
H: -6.80 0.99 2.35
H: -6.67 -1.37 1.60
H: -4.62 -2.21 0.53
H: -0.78 -2.03 4.01
H: 0.06 0.42 4.86
H: 0.60 2.68 3.68
H: -0.48 2.98 2.30
H: 3.59 2.45 3.77
H: 4.89 0.71 4.86
H: 4.90 -1.60 3.96
H: 3.58 -2.12 1.93
H: 2.31 -0.42 0.82
H: 4.54 3.27 1.09
H: 5.86 5.23 1.79
H: 4.80 7.02 3.13
H: 2.41 6.85 3.76
H: 1.09 4.92 3.04
Br: 1.32 -4.61 -3.43
C: 0.97 -6.06 -2.26
C: 0.54 -7.26 -2.82
C: 0.24 -8.33 -2.00
C: 0.35 -8.21 -0.63
C: 0.77 -7.02 -0.07
C: 1.09 -5.94 -0.88
I: 1.73 -4.17 0.00
H: 0.45 -7.34 -3.90
H: -0.10 -9.26 -2.45
H: 0.10 -9.05 0.02
H: 0.86 -6.92 1.00
Te: 2.38 -0.57 -2.05
C: 4.21 -0.62 -0.98
C: 4.78 0.54 -0.46
C: 5.97 0.50 0.25
C: 6.61 -0.72 0.44
C: 6.06 -1.88 -0.09
C: 4.87 -1.83 -0.80
H: 4.27 1.49 -0.61
H: 6.40 1.41 0.65
H: 7.54 -0.76 1.00
H: 6.57 -2.83 0.05
H: 4.45 -2.74 -1.21
F: -4.88 1.22 -4.84
C: -4.30 1.89 -3.82
C: -4.86 3.12 -3.53
F: -5.86 3.52 -4.32
C: -4.45 3.94 -2.46
C: -3.40 3.33 -1.74
C: -2.86 2.10 -2.05
F: -1.88 1.77 -1.13
C: -3.24 1.29 -3.12
C: -2.84 -0.14 -3.40
C: -1.45 -0.58 -2.82
N: -0.50 0.06 -2.42
C: -4.62 -2.06 -3.10
N: -5.32 -2.77 -3.67
F: -2.86 3.96 -0.68
C: -5.01 5.19 -2.13
C: -6.04 5.80 -2.89
N: -6.88 6.34 -3.47
C: -4.58 5.93 -0.99
N: -4.27 6.55 -0.07
C: 0.47 3.13 -2.23
C: 1.23 3.52 -0.95
C: 0.50 4.73 -0.36
C: 2.65 3.88 -1.37
N: 1.23 2.34 0.02
H: 0.85 3.71 -3.06
H: -0.60 3.35 -2.14
H: 0.58 2.09 -2.54
H: 0.37 5.48 -1.14
H: 1.04 5.20 0.45
H: -0.50 4.44 -0.03
H: 2.63 4.59 -2.19
H: 3.17 2.98 -1.73
H: 3.22 4.33 -0.57

**E_HOMO (alpha / beta)**: -6.35 / -6.35 eV
**Total charge**: 0
**Kohn-Sham gap (alpha / beta)**: 5.0 / 5.0 eV

Löwdin atomic charge list, values in e, 99 entries: atom 1 (Hf): 1.31, atom 2 (C): -0.27, atom 3 (P): 1.02, atom 4 (C): -0.29, atom 5 (C): -0.22, atom 6 (C): -0.01, atom 7 (C): -0.06, atom 8 (C): -0.01, atom 9 (C): -0.19, atom 10 (C): -0.33, atom 11 (C): -0.08, atom 12 (C): -0.06, atom 13 (C): -0.07, atom 14 (C): -0.07, atom 15 (C): -0.09, atom 16 (C): -0.38, atom 17 (C): -0.04, atom 18 (C): -0.03, atom 19 (C): -0.40, atom 20 (C): -0.18, atom 21 (P): 0.97, atom 22 (C): -0.27, atom 23 (C): -0.07, atom 24 (C): -0.06, atom 25 (C): -0.05, atom 26 (C): -0.06, atom 27 (C): -0.12, atom 28 (C): -0.32, atom 29 (C): -0.10, atom 30 (C): -0.05, atom 31 (C): -0.06, atom 32 (C): -0.05, atom 33 (C): -0.08, atom 34 (N): -0.14, atom 35 (H): -0.02, atom 36 (H): 0.10, atom 37 (H): 0.10, atom 38 (H): 0.06, atom 39 (H): 0.12, atom 40 (H): 0.12, atom 41 (H): 0.14, atom 42 (H): 0.09, atom 43 (H): 0.11, atom 44 (H): 0.11, atom 45 (H): 0.11, atom 46 (H): 0.11, atom 47 (H): 0.11, atom 48 (H): 0.11, atom 49 (H): 0.11, atom 50 (H): 0.10, atom 51 (H): 0.11, atom 52 (H): 0.11, atom 53 (H): 0.11, atom 54 (H): 0.09, atom 55 (H): 0.00, atom 56 (H): 0.11, atom 57 (H): 0.11, atom 58 (H): 0.11, atom 59 (H): 0.11, atom 60 (H): 0.11, atom 61 (Br): 0.76, atom 62 (C): -0.72, atom 63 (C): -0.13, atom 64 (C): -0.07, atom 65 (C): -0.08, atom 66 (C): -0.16, atom 67 (C): -0.73, atom 68 (I): 0.99, atom 69 (H): 0.10, atom 70 (H): 0.11, atom 71 (H): 0.11, atom 72 (H): 0.09, atom 73 (Te): 0.88, atom 74 (C): -0.65, atom 75 (C): -0.17, atom 76 (C): -0.09, atom 77 (C): -0.09, atom 78 (C): -0.09, atom 79 (C): -0.18, atom 80 (H): 0.06, atom 81 (H): 0.10, atom 82 (H): 0.10, atom 83 (H): 0.11, atom 84 (H): 0.06, atom 85 (F): 0.09, atom 86 (C): -0.15, atom 87 (C): -0.15, atom 88 (F): 0.11, atom 89 (C): -0.06, atom 90 (C): -0.16, atom 91 (C): -0.14, atom 92 (F): -0.08, atom 93 (C): -0.02, atom 94 (C): -0.19, atom 95 (C): -0.32, atom 96 (N): -0.13, atom 97 (C): -0.19, atom 98 (N): 0.19, atom 99 (F): 0.07

***

Molecular formula: C3H7NO2S
Method: DFT, wB97M-V/def2-TZVPD

Element x y z (Å)
N: -0.79 0.83 1.16
C: -0.19 -0.29 0.44
C: 1.09 0.14 -0.30
S: 2.27 0.96 0.76
C: -1.08 -0.92 -0.60
O: -1.16 -2.10 -0.82
O: -1.79 -0.01 -1.31
H: -0.05 1.28 1.69
H: -1.50 0.50 1.79
H: 0.11 -1.06 1.17
H: 0.71 0.77 -1.12
H: 1.49 -0.72 -0.83
H: 3.24 1.15 -0.16
H: -2.35 -0.53 -1.87

**E_HOMO**: -9.45 eV
**Total charge**: 0
**Kohn-Sham gap**: 10.1 eV

Which charges does Löwdin predict for the atoms? In e, they are: atom 1 (N): 0.05, atom 2 (C): -0.39, atom 3 (C): -0.54, atom 4 (S): 0.74, atom 5 (C): -0.51, atom 6 (O): 0.12, atom 7 (O): 0.12, atom 8 (H): 0.03, atom 9 (H): 0.08, atom 10 (H): 0.14, atom 11 (H): 0.09, atom 12 (H): 0.09, atom 13 (H): -0.13, atom 14 (H): 0.11

***

Molecular formula: C22H35IrO4Se2Si2Te3
Method: DFT, wB97M-V/def2-TZVPD

Element x y z (Å)
Ir: 2.35 -0.39 -0.66
Se: 2.15 -2.71 -1.20
Te: 4.40 -2.12 -0.39
Te: 5.33 -1.11 -2.75
Se: 3.39 0.50 -2.67
O: -0.26 -1.65 0.87
C: 0.14 -1.58 2.24
C: 1.32 -0.56 2.34
O: 1.36 0.22 3.28
O: 2.28 -0.68 1.48
C: 0.65 -2.95 2.69
C: -0.20 -4.04 2.54
C: 0.20 -5.31 2.91
C: 1.46 -5.51 3.46
C: 2.30 -4.42 3.64
C: 1.90 -3.15 3.26
C: -1.03 -1.12 3.10
C: -1.02 -1.33 4.48
C: -2.07 -0.89 5.26
C: -3.15 -0.23 4.68
C: -3.16 -0.02 3.31
C: -2.11 -0.47 2.53
H: -0.43 -2.58 0.65
H: -1.20 -3.90 2.14
H: -0.48 -6.15 2.78
H: 1.77 -6.50 3.76
H: 3.28 -4.57 4.08
H: 2.57 -2.32 3.41
H: -0.18 -1.83 4.94
H: -2.05 -1.05 6.33
H: -3.97 0.11 5.29
H: -3.99 0.49 2.85
H: -2.12 -0.30 1.46
O: 2.88 1.56 0.33
H: 3.70 1.91 -0.04
H: 3.07 1.14 1.20
C: 0.23 4.28 0.84
Si: -0.30 4.15 -0.95
C: 0.15 5.71 -1.88
C: -2.15 3.85 -1.05
C: 0.57 2.70 -1.78
Te: 0.14 0.85 -0.81
C: -1.22 0.10 -2.27
Si: -0.78 -0.30 -4.07
C: 0.17 -1.91 -4.16
C: -2.44 -0.49 -4.93
C: 0.20 1.05 -4.92
H: -0.39 5.01 1.36
H: 1.27 4.61 0.93
H: 0.15 3.34 1.38
H: -0.34 6.58 -1.43
H: -0.16 5.66 -2.93
H: 1.23 5.89 -1.86
H: -2.70 4.68 -0.62
H: -2.44 2.95 -0.50
H: -2.48 3.73 -2.09
H: 1.65 2.81 -1.77
H: 0.25 2.59 -2.81
H: -2.03 0.83 -2.25
H: -1.60 -0.81 -1.80
H: -0.39 -2.74 -3.70
H: 1.13 -1.82 -3.65
H: 0.37 -2.18 -5.19
H: -3.06 -1.25 -4.44
H: -2.31 -0.78 -5.97
H: -3.00 0.45 -4.92
H: 1.14 1.27 -4.41
H: -0.37 1.98 -5.02
H: 0.45 0.71 -5.92

**E_HOMO**: -7.19 eV
**Total charge**: 0
**Kohn-Sham gap**: 6.4 eV

Which charges does Löwdin predict for the atoms? In e, they are: atom 1 (Ir): 0.14, atom 2 (Se): 0.01, atom 3 (Te): 0.39, atom 4 (Te): 0.23, atom 5 (Se): -0.13, atom 6 (O): -0.14, atom 7 (C): -0.33, atom 8 (C): -0.60, atom 9 (O): 0.10, atom 10 (O): -0.32, atom 11 (C): -0.15, atom 12 (C): -0.03, atom 13 (C): -0.07, atom 14 (C): -0.09, atom 15 (C): -0.07, atom 16 (C): -0.01, atom 17 (C): -0.15, atom 18 (C): -0.02, atom 19 (C): -0.07, atom 20 (C): -0.09, atom 21 (C): -0.08, atom 22 (C): -0.02, atom 23 (H): 0.08, atom 24 (H): 0.13, atom 25 (H): 0.10, atom 26 (H): 0.10, atom 27 (H): 0.10, atom 28 (H): 0.12, atom 29 (H): 0.12, atom 30 (H): 0.10, atom 31 (H): 0.10, atom 32 (H): 0.10, atom 33 (H): 0.09, atom 34 (O): -0.22, atom 35 (H): 0.06, atom 36 (H): 0.06, atom 37 (C): -0.18, atom 38 (Si): 0.40, atom 39 (C): -0.18, atom 40 (C): -0.18, atom 41 (C): -0.54, atom 42 (Te): 1.37, atom 43 (C): -0.52, atom 44 (Si): 0.43, atom 45 (C): -0.19, atom 46 (C): -0.18, atom 47 (C): -0.19, atom 48 (H): 0.03, atom 49 (H): 0.03, atom 50 (H): 0.02, atom 51 (H): 0.03, atom 52 (H): 0.03, atom 53 (H): 0.03, atom 54 (H): 0.03, atom 55 (H): 0.02, atom 56 (H): 0.03, atom 57 (H): -0.01, atom 58 (H): -0.01, atom 59 (H): 0.01, atom 60 (H): 0.01, atom 61 (H): 0.04, atom 62 (H): -0.04, atom 63 (H): 0.04, atom 64 (H): 0.03, atom 65 (H): 0.03, atom 66 (H): 0.03, atom 67 (H): -0.03, atom 68 (H): 0.03, atom 69 (H): 0.04

***

Molecular formula: C19H23NO4Sb2W
Method: DFT, wB97M-V/def2-TZVPD

Element x y z (Å)
W: -0.32 0.69 0.26
O: -3.23 -1.41 1.93
C: -2.12 -1.19 1.61
O: -1.79 -0.39 0.46
C: -0.84 -1.47 2.32
C: -0.64 -2.29 3.41
C: 0.62 -2.27 4.02
C: 1.62 -1.42 3.54
C: 1.33 -0.63 2.45
N: 0.13 -0.68 1.85
C: 2.22 0.36 1.78
O: 3.37 0.53 1.89
O: 1.42 1.08 0.84
H: -1.45 -2.91 3.78
H: 0.81 -2.90 4.87
H: 2.60 -1.37 4.01
C: 6.60 -4.30 -4.73
Sb: 5.30 -3.75 -3.19
C: 3.89 -5.25 -3.60
C: 0.13 0.60 -1.79
C: -1.23 1.12 -1.94
C: -2.16 0.43 -2.76
C: -3.41 0.93 -2.95
C: -3.83 2.10 -2.25
C: -3.00 2.72 -1.36
C: -1.67 2.28 -1.20
C: -0.80 2.74 -0.13
Sb: -1.74 2.51 2.82
C: -3.75 2.98 2.50
C: -0.96 4.36 3.46
H: 6.86 -5.36 -4.60
H: 7.50 -3.69 -4.77
H: 6.04 -4.23 -5.67
H: 4.01 -5.65 -4.60
H: 2.87 -4.91 -3.43
H: 4.08 -6.05 -2.88
H: 0.33 -0.34 -2.30
H: 0.96 1.31 -1.88
H: -1.84 -0.46 -3.28
H: -4.09 0.46 -3.64
H: -4.82 2.49 -2.43
H: -3.33 3.60 -0.82
H: -1.05 3.65 0.43
H: 0.26 2.87 -0.40
H: -3.92 4.04 2.28
H: -4.23 2.76 3.46
H: -4.20 2.32 1.76
H: -1.42 5.20 2.96
H: 0.13 4.38 3.40
H: -1.24 4.40 4.53

**E_HOMO**: -19.75 eV
**Total charge**: +4
**Kohn-Sham gap**: 5.9 eV

Which charges does Löwdin predict for the atoms? In e, they are: atom 1 (W): 1.73, atom 2 (O): 0.28, atom 3 (C): -0.39, atom 4 (O): -0.20, atom 5 (C): -0.15, atom 6 (C): 0.11, atom 7 (C): 0.08, atom 8 (C): 0.10, atom 9 (C): -0.14, atom 10 (N): 0.00, atom 11 (C): -0.38, atom 12 (O): 0.29, atom 13 (O): -0.22, atom 14 (H): 0.16, atom 15 (H): 0.15, atom 16 (H): 0.16, atom 17 (C): -0.35, atom 18 (Sb): 1.52, atom 19 (C): -0.36, atom 20 (C): -0.10, atom 21 (C): -0.30, atom 22 (C): 0.01, atom 23 (C): 0.03, atom 24 (C): 0.04, atom 25 (C): 0.00, atom 26 (C): -0.27, atom 27 (C): -0.19, atom 28 (Sb): 1.54, atom 29 (C): -0.30, atom 30 (C): -0.30, atom 31 (H): 0.05, atom 32 (H): 0.02, atom 33 (H): 0.04, atom 34 (H): 0.03, atom 35 (H): 0.01, atom 36 (H): 0.04, atom 37 (H): 0.11, atom 38 (H): 0.12, atom 39 (H): 0.14, atom 40 (H): 0.15, atom 41 (H): 0.15, atom 42 (H): 0.14, atom 43 (H): 0.09, atom 44 (H): 0.11, atom 45 (H): 0.04, atom 46 (H): 0.05, atom 47 (H): 0.02, atom 48 (H): 0.04, atom 49 (H): 0.03, atom 50 (H): 0.05

***

How do the records compare in relative energy (zero: lowest compared OMol25 entry of this formula, charge and spin)? In the order shown, they have 65.8, 14.9, 18.1, 0.0 kcal/mol.
How do the records compare in E_tot? In the order shown, they have -185987.4252, -19644.9562, -202742.7590, -44613.3133 eV.